[1]
A cluster of 12 separate species, C51H131N5O17 in total, computed with ωB97M-V/def2-TZVPD.

The geometry in ORCA input format:
```
! RIJCOSX wB97M-V def2-TZVPD def2/J DEFGRID3
* xyz 0 1
C 0.0665 -5.4678 -5.5209
C -0.6547 -5.1335 -6.8348
C -2.1418 -5.0169 -6.7502
O -0.1342 -3.8024 -7.2536
H 0.0870 -4.6126 -4.8454
H 1.0573 -5.8999 -5.6610
H -0.3616 -6.3202 -4.9934
H -0.4832 -5.9993 -7.4745
H -2.5850 -4.6259 -7.6661
H -2.5177 -4.4353 -5.9084
H -2.7340 -5.9315 -6.7201
H -0.0162 -3.7750 -8.2059
C 3.5993 3.7747 2.5809
C 2.8742 5.0722 3.1586
C 2.9111 5.0687 4.7030
O 3.3552 6.2647 2.6039
H 3.4109 3.8021 1.5077
H 3.0587 2.9312 3.0103
H 4.6549 3.6119 2.7987
H 1.8769 4.8959 2.7557
H 3.9636 5.1244 4.9810
H 2.6714 4.0694 5.0666
H 2.1828 5.7184 5.1883
H 4.1353 6.5336 3.0945
C -3.6540 4.1267 0.9278
C -4.8195 4.3460 1.8347
C -5.5495 5.7528 1.6115
O -5.8170 3.3639 1.5170
H -3.7153 4.3031 -0.1461
H -3.1940 3.1389 0.9006
H -2.8950 4.7071 1.4524
H -4.5569 4.2047 2.8831
H -6.2316 6.0476 2.4089
H -6.2578 5.6604 0.7882
H -4.8742 6.5966 1.4695
H -6.2791 3.5867 0.7056
C -7.9352 1.1781 3.2300
C -6.6505 0.6487 3.9833
C -5.5635 0.0850 3.0782
O -6.1073 1.7428 4.7424
H -8.1846 0.3477 2.5694
H -7.8211 2.1238 2.7001
H -8.6289 1.3405 4.0549
H -7.0765 -0.0589 4.6946
H -4.8122 -0.3920 3.7076
H -5.2619 0.9651 2.5103
H -5.9403 -0.6094 2.3272
H -5.8354 2.2984 4.0083
C 1.3173 3.2926 -6.5214
C 0.6271 4.1571 -5.4261
C 0.5128 3.7026 -4.0098
O 0.9628 5.4788 -5.4737
H 2.3540 2.9558 -6.5151
H 1.2707 3.7988 -7.4856
H 0.8320 2.3181 -6.5753
H -0.4285 4.2018 -5.6942
H 0.4023 2.6197 -3.9539
H -0.3568 3.9782 -3.4132
H 1.5146 3.8038 -3.5925
H 0.5399 5.9930 -4.7821
C -1.9769 5.5600 4.2332
C -0.7600 5.0836 5.0849
C -1.2655 4.4269 6.3657
O -0.1023 4.0725 4.2616
H -2.3777 6.4734 4.6727
H -2.6079 4.6714 4.2140
H -1.4421 5.9102 3.3504
H 0.0172 5.8288 5.2547
H -1.9761 3.6325 6.1373
H -1.8218 5.1010 7.0171
H -0.4463 3.9234 6.8789
H -0.7366 3.5026 3.8206
C 4.3461 1.2924 -4.5270
C 4.0776 -0.1834 -4.7521
C 3.0559 -0.2089 -5.9232
O 5.3183 -0.8231 -4.8233
H 5.2508 1.4355 -3.9361
H 3.4748 1.7664 -4.0750
H 4.7465 1.8274 -5.3881
H 3.5118 -0.6668 -3.9557
H 3.5074 0.2704 -6.7918
H 2.0108 0.0826 -5.8183
H 3.1659 -1.2085 -6.3437
H 5.9211 -0.2671 -5.3224
C -2.2130 1.1726 -6.1586
O -2.1546 1.4074 -7.5469
C -1.0947 0.7523 -8.2268
C -1.0334 1.3733 -9.6593
N -0.0382 0.6372 -10.5464
C -0.2297 0.8030 -11.9950
C -1.5997 0.6884 -12.6227
O -2.0265 -0.6243 -13.0330
C -1.9970 -1.6208 -12.0950
H -1.7973 0.1728 -6.0331
H -3.2378 1.2770 -5.8022
H -1.5222 1.8176 -5.6157
H -1.2625 -0.3228 -8.2907
H -0.1642 0.8660 -7.6705
H -0.8683 2.4281 -9.4396
H -2.0924 1.3433 -9.9154
H 0.8566 0.7710 -10.0977
H 0.4227 0.0339 -12.4082
H 0.1811 1.7798 -12.2505
H -1.7077 1.3315 -13.4961
H -2.3734 1.0450 -11.9427
H -1.0799 -1.6835 -11.5093
H -2.3791 -2.5999 -12.3841
H -2.6587 -1.2874 -11.2955
C -3.1893 -4.5868 -2.8291
O -3.1324 -5.9238 -2.2617
C -4.3637 -6.7678 -2.3585
C -4.6241 -7.4892 -1.1040
N -3.9495 -8.7696 -1.1860
C -3.8725 -9.4506 0.1333
C -2.8980 -10.6488 0.1947
O -1.6378 -10.2717 -0.2320
C -0.8315 -11.4625 -0.3480
H -3.6456 -4.0707 -1.9844
H -3.7782 -4.3858 -3.7240
H -2.2562 -4.0530 -3.0091
H -4.1416 -7.5135 -3.1218
H -5.2267 -6.1937 -2.6957
H -5.6680 -7.6766 -0.8523
H -4.2642 -6.9890 -0.2049
H -3.0257 -8.7947 -1.5936
H -4.8255 -9.8321 0.5000
H -3.5999 -8.7163 0.8913
H -3.2396 -11.5009 -0.3930
H -2.7964 -11.0736 1.1933
H 0.1720 -11.0447 -0.2679
H -0.9658 -12.1190 -1.2077
H -0.9305 -12.0740 0.5488
C 2.0569 -2.3088 6.3270
O 3.2069 -1.6199 5.7858
C 3.2579 -0.1889 5.6685
C 4.3470 0.1870 4.7307
N 4.0310 -0.0999 3.3767
C 5.2364 0.1884 2.6135
C 5.0327 0.2647 1.1760
O 4.7580 -0.9881 0.5915
C 4.4316 -0.6857 -0.8182
H 1.9149 -3.3891 6.2986
H 1.2400 -1.8104 5.8052
H 1.9968 -1.9491 7.3542
H 3.2411 0.3287 6.6276
H 2.3408 0.1929 5.2198
H 5.2364 -0.3864 4.9917
H 4.5505 1.2538 4.8240
H 3.8380 -1.0561 3.1150
H 6.1357 -0.4095 2.7611
H 5.4728 1.2083 2.9169
H 5.8872 0.8252 0.7968
H 4.1745 0.9126 0.9982
H 5.1420 -0.0876 -1.3889
H 3.4317 -0.3185 -1.0492
H 4.5815 -1.6366 -1.3294
C 0.2478 -1.8247 -3.7767
O 0.1131 -1.4237 -2.4043
C 0.3986 -0.0503 -2.1150
C -0.2218 0.3608 -0.7605
N 0.4806 1.5541 -0.2807
C -0.3476 2.2898 0.7053
C -0.6627 1.4026 2.0256
O -1.4500 2.2262 2.8126
C -2.0597 1.5464 3.8664
H 1.0844 -1.5246 -4.4077
H -0.5818 -1.4539 -4.3787
H 0.1176 -2.9065 -3.8055
H 0.0963 0.7120 -2.8330
H 1.4877 -0.0254 -2.0798
H -0.0443 -0.4411 -0.0439
H -1.3045 0.4730 -0.8187
H 1.4567 1.3752 -0.0927
H -1.1460 2.8122 0.1783
H 0.3249 3.1141 0.9424
H 0.2681 1.1036 2.5076
H -1.2527 0.5456 1.7006
H -2.6552 2.1435 4.5570
H -1.2437 1.2825 4.5393
H -2.5585 0.6360 3.5341
C 7.4077 1.4594 9.1127
O 6.4399 0.6659 9.7502
C 5.9572 1.0230 11.0589
C 4.5730 0.3234 11.2756
N 3.5594 0.8212 10.3134
C 2.6459 -0.2384 10.1021
C 1.3522 0.3492 9.4141
O 1.6306 1.0090 8.1527
C 0.4415 1.2468 7.4814
H 7.1112 2.4831 8.8845
H 7.8800 1.0148 8.2367
H 8.1339 1.7079 9.8866
H 5.8008 2.0825 11.2616
H 6.5845 0.7135 11.8948
H 4.4147 0.5339 12.3333
H 4.7096 -0.7577 11.2983
H 4.0040 0.9659 9.4182
H 2.2706 -0.6983 11.0163
H 2.9366 -1.0133 9.3929
H 0.7630 1.0664 9.9856
H 0.6344 -0.4411 9.1944
H -0.0273 0.2903 7.2501
H 0.6457 1.7849 6.5557
H -0.2539 1.9452 7.9469
*
```

Values from the calculation:
- energy relative to the best compared isomer or geometry (same formula, charge and spin) (kcal/mol) = 190.3
- SMILES = COCCNCCOC.COCCNCCOC.COCCNCCOC.COCCNCCOC.COCCNCCOC.CC(C)O.CC(C)O.CC(C)O.CC(C)O.CC(C)O.CC(C)O.CC(C)O
- HOMO (eV) = -8.53


[2]
A cluster of 4 separate species, C4H18NO3 in total, computed with ωB97M-V/def2-TZVPD.

The geometry in ORCA input format:
```
! RIJCOSX wB97M-V def2-TZVPD def2/J DEFGRID3
* xyz 1 1
C -0.4666 0.5260 0.1968
C 0.3754 -0.1986 1.3337
C 0.1029 -1.6764 1.5033
C 1.2714 -2.5012 1.2014
N -0.3109 -0.2609 -1.0720
H -1.5580 0.4125 0.4917
H -0.1895 1.5580 0.0588
H 1.3812 -0.0717 1.0752
H 0.1931 0.2554 2.3304
H -0.0597 -1.7626 2.5805
H -0.7375 -2.0039 0.8902
H 1.1347 -3.2467 0.4150
H 1.5182 -3.1658 1.9371
H 2.1744 -1.8871 1.1273
H -0.1074 -1.3500 -0.9204
H 0.5184 0.0540 -1.6254
H -1.1607 -0.2504 -1.6965
H -2.2689 0.8517 -3.3221
H -2.5734 1.9288 -2.1813
O -2.3049 1.0259 -2.4226
H -1.4999 2.9270 3.2920
H -0.1641 2.7537 3.7403
O -0.6062 2.6779 2.9450
H 2.1700 -0.4902 -3.9015
H 2.9082 0.1082 -2.7091
O 2.0108 -0.1656 -2.9584
*
```

Values from the calculation:
- energy relative to the best compared isomer or geometry (same formula, charge and spin) (kcal/mol) = 36.5
- HOMO (eV) = -14.42


[3]
A structure of composition C18H40Br4N2OV, computed with ωB97M-V/def2-TZVPD.

The geometry in ORCA input format:
```
! RIJCOSX wB97M-V def2-TZVPD def2/J DEFGRID3
* xyz 0 2
O -20.3293 28.8300 29.8581
V -21.6399 28.6997 30.7281
C -19.6240 32.6068 31.0073
C -18.4861 32.9144 31.9714
C -18.3519 34.3993 32.2632
C -17.0577 34.7676 32.9459
N -16.9003 36.2613 33.1306
C -15.6987 36.5878 33.9664
C -15.9751 37.9563 34.6160
C -17.4936 38.1689 34.5368
C -18.0377 36.8595 33.9465
C -16.7451 36.9591 31.8035
H -19.6689 31.5362 30.8184
H -19.4068 33.0660 30.0388
H -20.5582 32.9323 31.4569
H -17.5481 32.4407 31.6485
H -18.6454 32.4081 32.9309
H -19.2119 34.7022 32.8726
H -18.5348 35.0125 31.3705
H -16.2120 34.4353 32.3413
H -16.9952 34.3146 33.9348
H -14.7261 36.5025 33.4845
H -15.6401 35.8393 34.7608
H -15.4657 38.7041 34.0073
H -15.6378 37.8916 35.6440
H -17.8704 39.0329 34.0044
H -17.7637 38.1761 35.5918
H -18.8839 37.0938 33.3034
H -18.3550 36.1261 34.6824
H -17.7227 37.0864 31.3482
H -16.0572 36.3722 31.2076
H -16.3916 37.9575 32.0522
C -16.9900 27.8206 30.3500
C -16.9390 29.3062 30.0413
C -15.4925 29.7138 29.6743
C -15.4100 31.2041 29.7140
N -14.1034 31.7462 29.1272
C -14.0590 33.2774 29.1870
C -13.6328 33.7592 27.8045
C -12.9719 32.5505 27.1485
C -13.8675 31.4377 27.6573
C -12.9101 31.2278 29.8871
H -16.3621 27.6311 31.2263
H -16.7722 27.2369 29.4587
H -17.9578 27.5133 30.7516
H -17.2278 29.8541 30.9487
H -17.6823 29.6496 29.3190
H -15.2943 29.3232 28.6728
H -14.8384 29.2438 30.4089
H -15.3933 31.5515 30.7466
H -16.1680 31.6789 29.0916
H -13.4809 33.5285 30.0732
H -15.0753 33.6062 29.4175
H -13.0303 34.6679 27.8756
H -14.4490 34.0815 27.1566
H -11.9229 32.4093 27.3964
H -13.0883 32.5398 26.0650
H -13.3061 30.5063 27.5743
H -14.8231 31.2996 27.1581
H -12.7814 30.1738 29.6530
H -13.1339 31.2382 30.9535
H -12.0680 31.8548 29.6218
Br -22.8691 30.7507 29.5636
Br -23.7799 27.8543 32.1845
Br -20.3601 29.5204 32.8944
Br -21.5962 26.2538 29.1052
*
```

Values from the calculation:
- energy relative to the best compared isomer or geometry (same formula, charge and spin) (kcal/mol) = 71.4
- HOMO (alpha / beta) (eV) = -5.39 / -5.39


no.,molar mass (g mol⁻¹)
1,1086.63
2,128.19
3,671.09